Density functional theory data (ωB97M-V/def2-TZVPD) for a cluster of 2 separate species, C22H30ClN3O2 in total at a distorted geometry.

The value obtained for the gap between HOMO and LUMO is 9.2 eV. As for the molar mass: 403.95 g mol⁻¹. As for the HOMO energy: -8.701 eV. As for the relative energy (zero: lowest compared OMol25 entry of this formula, charge and spin): 0.0 kcal/mol. As for the multiplicity: 1. Its structure (SMILES) is CNC(=O)[C@H](CC(C)C)NC(C)=O.NCc1ccc(-c2ccccc2)c(Cl)c1. Its strongest force on any atom is 2.01 eV Å⁻¹.

XYZ file:
```
58
Properties=species:S:1:pos:R:3:forces:R:3
O -4.4711 1.2719 -3.8408 -0.038 0.292 -0.194
O -3.7573 -0.8293 1.4952 0.579 -0.257 -0.359
Cl 6.0495 -0.2691 1.7492 -0.354 0.173 -0.142
C -4.2415 0.3600 -3.0635 -0.752 -0.016 -1.482
C -4.0474 -0.0907 0.5639 0.383 -0.707 0.415
C 3.1804 -1.9976 5.5167 -0.036 0.150 -0.341
C 3.9915 -0.8618 5.4412 -0.231 -0.063 -0.471
C 2.4143 -2.3805 4.4114 0.228 0.422 -0.019
C 4.0429 -0.1175 4.2573 -0.212 -0.392 0.217
C 2.4585 -1.6270 3.2320 0.236 0.035 0.449
C 2.1766 0.8658 1.3791 0.555 0.274 -0.515
C 2.2157 1.6383 0.2127 0.424 -0.269 0.277
C 4.5877 1.2467 0.0418 -0.037 -0.094 0.143
C 4.5597 0.4737 1.2075 -0.682 0.492 -0.515
C 3.2813 -0.4940 3.1395 -0.040 -0.584 0.868
C 3.3452 0.2865 1.8954 0.148 0.182 -0.331
C 3.4240 1.8405 -0.4675 -0.237 -0.191 0.611
N -4.9978 0.8285 0.7952 -0.810 1.124 -0.457
N 4.2511 2.0417 -2.7569 0.336 0.110 0.065
N -3.6904 0.6258 -1.8798 0.436 -0.661 1.844
C -4.6030 -1.0616 -3.4448 0.160 0.228 0.211
C -5.6745 1.7710 -0.0982 0.245 -0.287 -0.115
C 3.4744 2.7055 -1.7040 -0.051 -0.407 -0.432
C 0.4109 -0.6318 -1.8699 -0.417 0.152 -0.058
C -1.1371 -2.5540 -1.6542 -0.262 0.396 -0.187
C -1.0630 -1.0330 -1.8172 0.196 -0.215 0.409
C -1.7899 -0.3136 -0.6609 -0.069 -0.283 0.034
C -3.3325 -0.3080 -0.8005 0.247 0.545 -0.268
H 3.1446 -2.5814 6.4319 0.004 0.073 -0.123
H 4.5873 -0.5616 6.2980 -0.081 -0.011 -0.120
H 1.7823 -3.2620 4.4687 0.078 0.121 -0.029
H 4.6809 0.7595 4.2031 -0.088 -0.094 -0.032
H 1.8641 -1.9336 2.3769 0.071 0.055 0.034
H 1.2359 0.7287 1.9040 0.143 -0.035 0.003
H 1.3008 2.0890 -0.1586 0.085 -0.024 -0.016
H 5.5304 1.3847 -0.4798 -0.143 -0.027 0.030
H -5.3279 0.8084 1.7489 0.128 -0.173 -0.071
H 4.2454 2.5861 -3.6184 -0.073 -0.370 0.258
H 3.9041 1.0962 -2.9190 0.031 0.442 -0.126
H -3.5011 1.6026 -1.7222 0.106 0.026 -0.130
H -3.7117 -1.6848 -3.4327 -0.016 -0.237 0.094
H -5.3429 -1.4459 -2.7456 0.009 -0.243 0.054
H -5.0227 -1.0577 -4.4501 0.068 0.126 0.166
H -4.9745 2.5259 -0.4596 -0.237 0.070 -0.067
H -6.4748 2.2760 0.4460 0.181 -0.137 0.047
H -6.1194 1.2430 -0.9448 0.038 0.234 0.022
H 2.4600 2.9021 -2.0677 -0.156 0.135 0.396
H 3.9330 3.6688 -1.4573 0.046 -0.094 -0.120
H 0.9028 -0.8791 -0.9285 0.115 0.063 0.005
H 0.4933 0.4391 -2.0519 0.197 0.080 0.052
H 0.9101 -1.1599 -2.6825 0.092 0.001 0.027
H -0.6189 -3.0394 -2.4812 -0.022 -0.102 0.026
H -0.6689 -2.8547 -0.7164 -0.016 -0.061 0.018
H -2.1740 -2.8848 -1.6558 -0.059 -0.249 0.072
H -1.5136 -0.7554 -2.7694 -0.166 0.095 -0.119
H -1.5048 -0.8024 0.2722 -0.107 0.030 0.087
H -1.4444 0.7196 -0.6009 -0.020 0.158 0.009
H -3.6334 -1.3136 -1.0870 -0.152 0.000 -0.103
```
Forces are in eV/Å.

These are the Löwdin partial charges, in e, on atoms 1 to 4: atom 1 (O): 0.035, atom 2 (O): 0.042, atom 3 (Cl): 0.698, atom 4 (C): -0.564

***

Density functional theory data (ωB97M-V/def2-TZVPD) for a cluster of 3 separate species, C22H30F16N2O7PS in total at a distorted geometry.

The value obtained for the gap between HOMO and LUMO is 6.7 eV. As for the molar mass: 801.50 g mol⁻¹. As for the HOMO energy: -12.222 eV. As for the multiplicity: 1. Its net charge is +1. Its strongest force on any atom is 7.59 eV Å⁻¹.

XYZ file:
```
79
Properties=species:S:1:pos:R:3:forces:R:3
C 1.5484 -3.2481 -0.0078 0.418 0.202 0.153
C 0.4668 -3.9329 -1.0833 1.460 0.043 1.658
O -0.8151 -3.2286 -0.9466 1.282 0.296 -2.119
C -1.3643 -2.7904 -2.2369 -1.250 -0.831 -1.427
C -2.2691 -1.4260 -2.1895 0.092 0.724 -0.293
C -2.0659 -0.4905 -0.8616 -0.714 0.633 0.767
C -0.9873 0.7363 -1.0300 -0.371 0.972 -0.074
C 0.3962 0.3424 -1.8156 0.338 -0.682 -0.576
C 1.7593 1.0153 -1.1989 2.859 1.180 2.023
C 2.2282 0.7906 0.3918 2.629 2.613 -3.426
C 3.6736 1.5112 0.8286 -3.272 -0.946 -3.401
N 4.4058 2.2745 -0.2430 -2.566 -1.038 1.270
P 5.9968 2.9750 0.3107 3.125 1.308 0.203
O 7.1041 2.5055 -0.9927 -3.734 -0.413 1.039
O 5.8961 4.7423 0.3290 1.238 -3.141 -0.593
N 4.0964 2.5348 -1.5412 -5.226 -3.168 -0.557
C 2.8324 1.9530 -2.0764 0.863 -1.339 3.974
S 2.3822 2.2627 -3.9048 -2.136 6.437 -3.403
C 2.2946 0.6166 -4.8457 0.124 -2.168 -0.970
O 3.3666 3.2645 -4.5626 -2.378 -4.478 2.748
O 0.9482 2.9128 -3.9304 4.700 -3.370 0.945
H 1.6288 -3.8551 0.9989 -0.272 1.195 -2.068
H 1.2458 -2.1364 0.2643 0.398 -2.280 -0.649
H 2.6478 -3.1956 -0.4533 -2.338 -0.241 0.833
H 0.3522 -5.0537 -0.7224 0.075 2.249 -1.168
H 0.9766 -3.8491 -2.1324 -1.428 -0.257 1.759
H -0.5610 -2.6371 -3.0887 -1.132 -0.386 1.985
H -2.0569 -3.6834 -2.6218 1.421 1.965 0.676
H -3.4265 -1.6487 -2.3780 2.676 0.337 0.707
H -1.9435 -0.7560 -3.1221 -0.723 -1.473 1.900
H -3.1213 0.0301 -0.6578 2.408 -1.015 -0.411
H -1.8146 -1.0750 0.1279 -0.446 0.800 -2.228
H -1.5291 1.5710 -1.6753 1.431 -1.775 1.340
H -0.7116 1.2685 0.0025 -0.778 -1.374 -2.135
H 0.5718 -0.8363 -1.7889 -0.236 2.414 0.266
H 0.2110 0.5952 -2.9656 0.923 -0.231 2.658
H 1.5732 0.1453 1.1169 1.582 1.452 -1.380
H 4.1057 1.3965 1.9344 -0.744 0.503 -2.879
H 6.6706 1.7267 -1.4886 1.078 1.701 0.820
H 6.8243 5.0101 0.6331 -1.642 -0.365 -0.511
H 2.7916 -0.2786 -4.2691 -0.857 1.989 -0.800
H 1.1819 0.2930 -5.0837 2.170 1.210 0.854
H 2.8420 0.6621 -5.9015 -0.976 0.602 2.509
C 1.0854 -3.3094 5.9319 -0.604 -0.370 0.846
C 1.2957 -2.0369 5.0951 0.326 0.301 1.219
C 1.5602 -2.2723 3.6129 0.038 -0.246 -0.655
F 2.6664 -3.0160 3.3922 -0.461 0.545 -0.268
F 1.7644 -1.0904 2.9701 -0.047 0.469 0.037
F 2.2776 -1.2881 5.6665 -0.215 -0.174 -0.487
F 0.1523 -1.2886 5.2077 0.142 -0.391 -0.515
O 2.2300 -3.8101 6.6316 0.943 -0.253 -1.682
C 3.1157 -4.6111 5.8511 -1.810 -0.453 0.941
C 4.4872 -3.9510 5.6313 0.779 0.323 -0.039
F 4.3695 -2.7230 5.0646 0.056 -0.321 0.402
F 5.2574 -4.6937 4.7950 -0.486 -0.106 0.222
F 2.5014 -4.9524 4.6955 0.657 -0.364 0.327
F 3.2769 -5.7714 6.5458 0.383 0.804 -0.363
H 0.3805 -3.0419 6.7285 0.311 0.171 -0.135
H 0.5735 -4.0990 5.3694 0.270 0.245 -0.100
H 0.7107 -2.7646 3.1323 -0.084 -0.001 0.156
H 5.0190 -3.8333 6.5797 -0.217 -0.136 0.034
C -5.9352 4.7901 -1.6820 -0.600 0.908 -0.181
C -4.7875 4.3637 -0.7519 -0.983 0.231 0.772
C -3.7346 3.4665 -1.3912 0.791 -0.259 -0.050
F -4.2498 2.3071 -1.8557 0.522 0.188 0.179
F -2.7845 3.1204 -0.4805 -0.159 0.292 0.231
F -5.3122 3.7999 0.3697 0.389 -0.018 -0.406
F -4.1664 5.5106 -0.3289 0.186 -0.379 -0.510
O -7.1371 4.0152 -1.6097 0.919 -1.645 -0.574
C -7.1269 2.8075 -2.3691 -0.260 2.039 -0.513
C -7.1635 1.5452 -1.4914 -0.067 -0.612 0.554
F -6.1432 1.5253 -0.5960 -0.526 0.074 -0.181
F -7.0414 0.4229 -2.2461 -0.051 0.460 -0.183
F -6.0768 2.8294 -3.2211 -0.683 -0.500 -0.055
F -8.2425 2.8500 -3.1492 0.456 -0.430 0.676
H -6.2417 5.7910 -1.3549 0.064 -0.323 0.186
H -5.6029 4.9319 -2.7170 0.084 -0.265 0.261
H -3.2285 3.9752 -2.2158 -0.128 0.150 0.003
H -8.1017 1.4868 -0.9324 -0.007 0.192 -0.168
```
Forces are in eV/Å.

These are the Löwdin partial charges, in e, on atoms 1 to 4: atom 1 (C): -0.094, atom 2 (C): -0.222, atom 3 (O): -0.228, atom 4 (C): -0.218